9 unconnected molecules or ions with the total composition C76H160BN8O8 in a non-equilibrium geometry. Source: the OMol25 dataset; level of theory: wB97M-V/def2-TZVPD.

ΔE to the lowest compared entry with this formula, charge and spin (eV): 10.596
LUMO (eV): -12.06
Maximum force (hartree/bohr): 0.111
Energy (eV): -110311.826
Total charge: +7
HOMO-LUMO gap (Eh): 0.33925
Multiplicity: 1

Each line ends with the Mulliken charge.
Atoms and positions in Å:
O (-7.95, 18.98, -16.89)  -0.8108
C (-7.50, 17.88, -16.70)  0.1639
O (-7.78, 16.74, -17.26)  0.8736
B (-6.81, 15.70, -16.70)  0.7604
O (-5.86, 16.43, -15.87)  -0.3803
C (-6.27, 17.70, -15.83)  -0.0836
O (-5.76, 18.50, -15.02)  -0.6294
O (-6.14, 15.04, -17.83)  -0.1129
C (-6.60, 13.89, -17.98)  0.5744
O (-6.41, 13.12, -18.93)  -0.5721
C (-7.63, 13.61, -16.80)  0.1799
O (-7.64, 14.68, -16.06)  -0.7044
O (-8.22, 12.55, -16.68)  -0.4495
C (-11.07, 11.66, -15.38)  -1.0280
C (-11.58, 10.36, -14.79)  -0.5993
C (-12.56, 9.66, -15.73)  -0.5325
N (-12.92, 8.15, -15.25)  0.3155
C (-13.47, 8.01, -13.82)  -0.8428
C (-14.75, 8.81, -13.53)  -0.7492
C (-15.88, 8.51, -14.51)  -0.8345
C (-15.39, 8.41, -15.98)  -0.4916
C (-14.05, 7.68, -16.21)  -0.7503
C (-11.74, 7.22, -15.45)  -1.1038
H (-11.83, 12.44, -15.42)  0.4814
H (-10.44, 11.56, -16.26)  -0.0094
H (-10.33, 11.94, -14.64)  0.3771
H (-11.90, 10.42, -13.74)  0.4001
H (-10.80, 9.63, -14.56)  0.2664
H (-12.14, 9.67, -16.74)  0.3632
H (-13.45, 10.24, -15.97)  0.3729
H (-12.64, 8.09, -13.12)  0.5548
H (-13.69, 6.95, -13.73)  0.5421
H (-14.44, 9.85, -13.47)  0.2676
H (-15.09, 8.74, -12.49)  0.5158
H (-16.77, 9.15, -14.50)  0.4150
H (-16.32, 7.58, -14.15)  0.3569
H (-15.30, 9.46, -16.29)  0.2116
H (-16.23, 8.06, -16.59)  0.4821
H (-13.77, 7.81, -17.25)  0.3777
H (-14.21, 6.60, -16.16)  0.4710
H (-11.63, 7.19, -16.53)  0.4926
H (-11.96, 6.24, -15.03)  0.3970
H (-10.87, 7.57, -14.90)  0.3199
C (-1.89, 27.53, -16.21)  -1.3182
C (-2.72, 26.44, -15.52)  -0.1923
C (-1.86, 25.17, -15.21)  -0.6501
N (-2.70, 23.85, -14.83)  0.0648
C (-3.60, 24.14, -13.59)  -0.8148
C (-4.53, 22.96, -13.22)  -1.1941
C (-5.18, 22.18, -14.38)  0.5663
C (-4.18, 21.94, -15.61)  -0.3348
C (-3.45, 23.22, -16.04)  -0.7304
C (-1.70, 22.88, -14.25)  -1.0083
H (-2.45, 28.46, -16.08)  0.3476
H (-1.83, 27.25, -17.26)  0.3699
H (-0.84, 27.65, -15.94)  0.3578
H (-3.45, 26.12, -16.26)  0.1900
H (-3.18, 26.84, -14.61)  0.3859
H (-1.14, 25.34, -14.42)  0.4460
H (-1.32, 24.68, -16.02)  0.3815
H (-4.20, 25.03, -13.81)  0.5080
H (-3.10, 24.50, -12.69)  0.4040
H (-5.25, 23.35, -12.51)  0.5319
H (-4.09, 22.26, -12.51)  0.4063
H (-5.97, 22.80, -14.80)  0.3749
H (-5.52, 21.20, -14.05)  -0.5160
H (-4.86, 21.64, -16.40)  0.1218
H (-3.40, 21.29, -15.21)  0.4079
H (-4.15, 24.04, -16.21)  0.3912
H (-2.70, 23.14, -16.83)  0.3353
H (-0.94, 23.40, -13.65)  0.3979
H (-1.15, 22.30, -14.99)  0.3896
H (-2.09, 21.97, -13.79)  0.3637
C (-11.55, 16.93, -16.33)  -1.8124
C (-10.98, 16.35, -17.61)  1.0974
C (-12.02, 15.49, -18.52)  -0.8760
N (-11.54, 15.03, -19.99)  0.1734
C (-12.83, 14.58, -20.74)  -0.4625
C (-13.26, 13.20, -20.11)  -0.7993
C (-12.18, 12.08, -20.18)  -1.0355
C (-10.94, 12.59, -19.42)  0.7282
C (-10.40, 13.97, -19.84)  -0.9711
C (-10.96, 16.23, -20.78)  -1.1136
H (-12.00, 16.08, -15.81)  0.4559
H (-12.44, 17.55, -16.44)  0.4739
H (-10.80, 17.44, -15.73)  0.2351
H (-10.18, 15.73, -17.22)  -0.3734
H (-10.58, 17.21, -18.15)  -0.0142
H (-12.85, 16.17, -18.72)  0.5168
H (-12.37, 14.70, -17.86)  0.3159
H (-13.62, 15.33, -20.62)  0.4300
H (-12.72, 14.26, -21.78)  0.3495
H (-13.65, 13.23, -19.09)  0.3245
H (-14.15, 12.87, -20.64)  0.5414
H (-12.58, 11.17, -19.74)  0.4440
H (-11.97, 11.86, -21.22)  0.3604
H (-11.15, 12.48, -18.35)  -0.3485
H (-10.15, 11.84, -19.51)  -0.0260
H (-9.53, 14.32, -19.30)  0.4810
H (-10.10, 13.92, -20.89)  0.5652
H (-10.72, 15.94, -21.80)  0.4575
H (-9.97, 16.52, -20.45)  0.3250
H (-11.81, 16.91, -20.80)  0.4584
C (-2.50, 13.23, -25.50)  -1.3297
C (-2.94, 12.45, -24.24)  -0.4510
C (-2.99, 13.48, -23.08)  -0.7234
N (-3.74, 13.13, -21.78)  0.5180
C (-4.05, 14.44, -21.01)  -0.1333
C (-2.80, 15.10, -20.45)  -0.4737
C (-1.89, 14.25, -19.64)  -0.6191
C (-1.62, 12.85, -20.28)  -0.9121
C (-2.93, 12.20, -20.82)  -0.2598
C (-5.03, 12.48, -22.12)  -0.9372
H (-1.70, 13.93, -25.27)  0.3371
H (-3.35, 13.84, -25.79)  0.3957
H (-2.05, 12.54, -26.21)  0.3865
H (-2.36, 11.59, -23.92)  0.4454
H (-3.96, 12.10, -24.38)  0.2777
H (-3.50, 14.39, -23.42)  0.2932
H (-2.07, 13.89, -22.66)  0.4975
H (-4.70, 15.05, -21.64)  0.6881
H (-4.63, 14.06, -20.17)  -0.4137
H (-2.12, 15.45, -21.23)  0.4272
H (-3.12, 15.99, -19.91)  0.1301
H (-0.93, 14.71, -19.42)  0.4604
H (-2.39, 14.26, -18.67)  0.0443
H (-0.86, 13.02, -21.05)  0.3693
H (-1.27, 12.21, -19.47)  0.5887
H (-2.84, 11.22, -21.28)  0.4605
H (-3.60, 12.08, -19.97)  0.1575
H (-5.54, 13.20, -22.75)  0.4176
H (-5.71, 12.37, -21.28)  -0.0666
H (-4.81, 11.50, -22.55)  0.4851
C (-4.07, 15.62, -12.66)  -1.0529
C (-3.86, 14.36, -13.52)  -0.4548
C (-5.04, 13.25, -13.57)  -0.3542
N (-4.67, 11.87, -14.12)  0.1273
C (-5.94, 11.11, -14.25)  -0.3565
C (-5.81, 9.72, -15.06)  -1.2405
C (-5.15, 10.00, -16.43)  0.8815
C (-3.84, 10.84, -16.32)  -1.3627
C (-4.10, 12.10, -15.55)  -0.2656
C (-3.86, 10.91, -13.16)  -0.8868
H (-4.55, 15.45, -11.69)  0.3491
H (-4.62, 16.34, -13.25)  0.0186
H (-3.09, 16.08, -12.54)  0.4308
H (-2.90, 13.90, -13.30)  0.4400
H (-3.81, 14.56, -14.59)  0.2420
H (-5.97, 13.55, -14.06)  0.0458
H (-5.33, 13.05, -12.54)  0.6341
H (-6.64, 11.74, -14.80)  -0.0362
H (-6.34, 10.96, -13.25)  0.6006
H (-6.81, 9.36, -15.31)  0.5009
H (-5.29, 8.86, -14.65)  0.4766
H (-5.78, 10.63, -17.05)  -0.9097
H (-4.96, 9.06, -16.95)  0.5866
H (-3.53, 11.15, -17.32)  0.2155
H (-3.02, 10.19, -16.03)  0.5306
H (-4.84, 12.74, -16.03)  0.1225
H (-3.16, 12.64, -15.44)  0.5130
H (-2.85, 11.29, -13.04)  0.3894
H (-3.63, 9.95, -13.62)  0.3610
H (-4.18, 10.78, -12.12)  0.4064
C (-9.94, 15.99, -7.91)  -1.1851
C (-8.97, 16.44, -9.00)  -0.3512
C (-9.64, 16.66, -10.37)  -0.7773
N (-8.78, 17.59, -11.33)  0.5590
C (-9.58, 17.79, -12.63)  -1.2317
C (-9.13, 18.90, -13.59)  0.4622
C (-8.69, 20.30, -12.89)  -1.3618
C (-7.79, 20.08, -11.66)  -0.8357
C (-8.30, 19.00, -10.62)  -0.7985
C (-7.46, 16.99, -11.87)  -1.3254
H (-10.88, 16.48, -8.16)  0.3395
H (-9.60, 16.27, -6.91)  0.3510
H (-9.88, 14.91, -7.97)  0.3244
H (-8.22, 15.68, -9.23)  0.3347
H (-8.36, 17.31, -8.73)  0.3251
H (-10.63, 17.10, -10.33)  0.5317
H (-9.80, 15.73, -10.91)  0.3923
H (-10.62, 17.94, -12.33)  0.4817
H (-9.63, 16.87, -13.22)  0.6543
H (-10.00, 19.12, -14.21)  0.8618
H (-8.35, 18.54, -14.27)  -0.7546
H (-9.45, 20.81, -12.30)  0.3815
H (-8.30, 21.06, -13.56)  0.5319
H (-7.39, 20.92, -11.08)  0.6523
H (-6.82, 19.77, -12.06)  0.1825
H (-9.22, 19.25, -10.08)  0.4567
H (-7.50, 18.89, -9.90)  0.5201
H (-7.78, 16.06, -12.33)  0.5804
H (-6.74, 17.08, -11.06)  0.4539
H (-7.09, 17.58, -12.71)  0.2011
C (-10.49, 22.72, -19.31)  -1.2942
C (-9.12, 22.28, -19.52)  -0.3270
C (-8.97, 20.73, -19.73)  -0.4360
N (-7.51, 20.35, -20.36)  0.2213
C (-7.50, 18.79, -20.39)  -0.5206
C (-6.16, 18.04, -20.57)  -0.0950
C (-4.99, 18.52, -19.71)  0.1287
C (-4.98, 20.07, -19.79)  -1.3535
C (-6.44, 20.72, -19.40)  -0.3614
C (-7.30, 20.88, -21.84)  -0.8876
H (-10.48, 23.76, -19.62)  0.3581
H (-10.89, 22.66, -18.30)  0.3180
H (-11.09, 22.10, -19.97)  0.3280
H (-8.65, 22.44, -18.54)  0.2202
H (-8.71, 22.92, -20.29)  0.2841
H (-9.67, 20.38, -20.49)  0.6775
H (-9.34, 20.16, -18.87)  0.0977
H (-8.10, 18.39, -19.57)  -0.2974
H (-8.01, 18.63, -21.34)  0.6821
H (-6.31, 16.97, -20.45)  -0.1117
H (-5.76, 18.15, -21.58)  0.5494
H (-4.91, 18.16, -18.69)  -0.2397
H (-4.05, 18.07, -20.02)  0.6126
H (-4.34, 20.39, -18.96)  0.5028
H (-4.39, 20.35, -20.66)  0.4724
H (-6.84, 20.31, -18.48)  0.0179
H (-6.45, 21.81, -19.34)  0.5897
H (-8.09, 20.56, -22.51)  0.4062
H (-6.41, 20.46, -22.30)  0.3712
H (-7.37, 21.96, -21.97)  0.3730
C (-7.83, 9.76, -19.12)  -1.0403
C (-7.00, 8.52, -19.28)  0.3494
C (-7.65, 7.55, -20.19)  -0.8917
N (-7.18, 6.06, -19.99)  0.0332
C (-7.68, 5.23, -21.28)  -0.3882
C (-7.42, 3.78, -21.15)  -0.7815
C (-8.05, 3.06, -19.95)  -0.6842
C (-7.80, 3.87, -18.62)  -0.8571
C (-8.11, 5.39, -18.88)  -0.7613
C (-5.66, 5.89, -19.61)  -0.8906
H (-7.52, 10.44, -18.33)  -0.0176
H (-8.78, 9.30, -18.87)  0.4560
H (-8.01, 10.35, -20.02)  0.3191
H (-6.72, 8.07, -18.33)  -0.0143
H (-6.01, 8.68, -19.72)  0.3604
H (-7.38, 7.70, -21.24)  0.3387
H (-8.70, 7.32, -20.01)  0.2992
H (-8.74, 5.43, -21.44)  0.3826
H (-7.08, 5.58, -22.12)  0.4510
H (-7.71, 3.28, -22.07)  0.4300
H (-6.36, 3.55, -21.00)  0.2783
H (-9.10, 2.93, -20.19)  0.3380
H (-7.72, 2.02, -19.84)  0.4067
H (-8.42, 3.47, -17.81)  0.4166
H (-6.92, 3.66, -18.01)  0.3603
H (-9.17, 5.43, -19.13)  0.4039
H (-7.96, 6.01, -18.00)  0.6445
H (-5.77, 6.11, -18.55)  0.4058
H (-5.18, 6.63, -20.25)  0.2161
H (-5.46, 4.83, -19.74)  0.4474